[1]
The following is a DFT calculation (ωB97M-V with the def2-TZVPD basis set) of C27H16Br3IN6O2Pd as an isolated structure.

Structure (XYZ):
```
56
Properties=species:S:1:pos:R:3:forces:R:3
Pd 0.5558 0.3747 -1.5722 -0.796 0.469 0.442
Br 0.1531 0.9125 7.2131 0.010 0.004 -0.007
C -0.8960 -0.2814 6.1626 -0.057 -0.041 -0.018
C -1.6306 0.2020 5.0926 -0.075 -0.079 -0.145
C -2.3966 -0.6708 4.3329 0.027 0.082 -0.080
C -2.4674 -2.0378 4.6422 0.079 -0.484 -0.430
C -1.7110 -2.4886 5.7260 0.189 -0.038 0.235
C -0.9241 -1.6275 6.4789 -0.095 -0.153 -0.029
N -3.3697 -2.9511 4.0551 0.187 0.703 -0.209
N -3.7624 -2.8439 2.8311 0.224 -0.249 0.036
C -3.0780 -2.3538 1.7600 -0.164 0.109 0.166
C -3.9594 -1.9481 0.7154 0.028 -0.129 0.117
C -3.5640 -1.3038 -0.4086 0.230 0.019 -0.026
C -2.1608 -1.0741 -0.6833 0.000 -0.175 0.327
O -1.7514 -0.6828 -1.7684 -0.149 0.135 -0.283
C -1.1986 -1.4525 0.4071 -0.089 0.058 -0.039
N 0.1006 -1.1362 0.2070 -0.388 -0.253 -0.347
C 1.0063 -1.6702 1.0048 0.097 0.127 -0.023
C 0.6799 -2.5837 2.0077 0.058 0.047 0.018
C -0.6425 -2.8326 2.2754 -0.161 0.067 0.136
C -1.6443 -2.1955 1.5209 -0.123 0.107 0.262
H -1.5907 1.2528 4.8364 -0.022 -0.021 -0.002
H -2.9493 -0.2901 3.4852 -0.014 0.030 -0.036
H -1.7552 -3.5441 5.9707 0.006 0.040 0.029
H -0.3398 -2.0020 7.3091 -0.003 -0.016 0.001
H -5.0110 -2.1487 0.8943 0.027 -0.019 0.006
H -4.2687 -1.0083 -1.1753 0.010 -0.010 -0.016
H 2.0334 -1.3678 0.8322 -0.005 -0.058 -0.017
H 1.4651 -3.0641 2.5793 -0.022 0.021 -0.028
H -0.9174 -3.5307 3.0517 -0.074 0.029 0.148
Br 4.9996 3.6680 -3.9086 0.103 -0.009 0.039
C 3.1069 3.6405 -4.0759 -0.212 0.016 0.107
C 2.5458 4.3011 -5.1652 0.085 -0.085 0.092
C 1.1918 4.3162 -5.3427 -0.135 -0.048 0.111
Br 0.4843 5.2624 -6.8519 0.005 -0.028 0.031
C 0.3301 3.6694 -4.4175 0.049 0.047 -0.068
C -1.0780 3.6696 -4.5384 0.078 0.027 -0.051
C -1.8390 3.0642 -3.5841 -0.013 -0.071 0.138
C -1.2008 2.4316 -2.5049 -0.224 0.008 -0.044
N 0.1088 2.3630 -2.3857 0.522 -0.156 -0.116
C 0.8964 2.9865 -3.3054 0.164 0.076 0.062
C 2.3681 2.9563 -3.0642 -0.167 0.099 -0.462
O 2.8911 2.3888 -2.0891 0.018 0.019 0.101
H 3.1903 4.8029 -5.8748 0.023 -0.015 0.015
H -1.5356 4.1596 -5.3865 -0.002 0.025 -0.018
H -2.9207 3.0584 -3.6467 0.035 -0.008 0.018
H -1.7757 1.9510 -1.7263 -0.040 -0.040 0.006
I 5.9349 -3.1299 -0.2596 0.075 -0.073 0.037
C 4.4304 -1.9685 -1.0524 -0.121 0.004 -0.120
C 4.1188 -0.6716 -0.7073 -0.300 0.241 0.068
N 3.0623 -0.3218 -1.4626 0.351 0.114 -0.292
N 2.6864 -1.2996 -2.3010 0.311 -0.106 0.251
C 3.5068 -2.3148 -2.0528 -0.060 0.030 -0.023
H 4.5550 0.0037 0.0099 -0.006 0.000 -0.048
H 2.5278 0.6064 -1.4998 0.513 -0.427 -0.045
H 3.4090 -3.2454 -2.5907 0.014 0.036 0.024
```
Positions in Å, forces in eV/Å.

The charge is -2. The lowest unoccupied orbital energy is 3.50 eV. The value obtained for the molar mass is 929.50 g/mol. Its frontier orbital gap is 4.36 eV. As for the highest occupied orbital energy: -0.9 eV. The calculation puts the total energy at -9665.125971 Ha. Its largest force on an atom is 1.0 eV/A.

***

[2]
The following is a DFT calculation (ωB97M-V with the def2-TZVPD basis set) of C44H48N3O3P2S5SbSn as an isolated structure.

Structure (XYZ):
```
107
Properties=species:S:1:pos:R:3:forces:R:3
Sn 0.8921 -0.1971 0.3067 -0.101 0.154 0.753
C -2.0918 3.1603 -1.3036 -0.057 -0.074 -0.192
N -1.9851 3.9322 -0.0702 0.273 0.083 0.154
C -2.4178 3.2389 1.1340 -0.053 0.100 -0.091
P -1.2886 1.9147 1.7751 0.045 -0.139 -0.051
C -2.4102 1.3663 3.1193 0.029 -0.028 -0.018
C -2.4017 1.8783 4.4136 -0.021 0.104 0.033
C -3.2917 1.4027 5.3669 0.011 0.002 -0.022
C -4.2025 0.4098 5.0358 -0.002 -0.014 -0.020
C -4.2170 -0.1102 3.7489 0.021 0.013 0.031
C -3.3206 0.3589 2.8009 -0.016 -0.068 -0.020
C -0.0244 2.8548 2.6928 -0.063 0.020 -0.026
C 0.1495 4.2306 2.6021 -0.027 0.037 -0.010
C 1.1650 4.8589 3.3116 0.011 -0.021 0.001
C 2.0202 4.1173 4.1119 0.036 -0.019 -0.017
C 1.8714 2.7381 4.1879 -0.008 0.027 -0.047
C 0.8609 2.1139 3.4764 0.027 -0.118 0.011
C -2.3961 5.2806 -0.1850 -0.093 -0.029 0.052
C -1.8135 6.1090 -1.1514 -0.024 0.044 0.005
C -2.1770 7.4374 -1.2673 0.032 0.026 -0.027
C -3.1295 7.9952 -0.4238 0.003 -0.037 -0.002
C -3.7231 7.1837 0.5262 -0.016 -0.005 0.001
C -3.3742 5.8438 0.6416 0.039 0.025 -0.039
P -0.9317 1.7205 -1.6643 0.360 0.283 0.134
C 0.3369 2.4176 -2.8008 -0.270 -0.141 0.007
C 0.7417 3.7442 -2.7991 0.022 0.076 0.120
C 1.6983 4.1960 -3.6963 0.025 -0.028 -0.006
C 2.2811 3.3159 -4.5931 -0.029 -0.019 0.002
C 1.9181 1.9758 -4.5713 0.019 0.058 -0.006
C 0.9551 1.5303 -3.6822 -0.026 -0.076 0.011
C -2.0373 0.9169 -2.8693 0.041 -0.095 0.036
C -2.3296 1.4436 -4.1270 -0.045 0.039 -0.041
C -3.1961 0.7767 -4.9765 -0.017 -0.031 0.015
C -3.7728 -0.4265 -4.5800 -0.004 -0.005 -0.031
C -3.4848 -0.9573 -3.3336 0.019 0.074 0.026
C -2.6186 -0.2832 -2.4803 -0.120 -0.135 -0.102
H -2.0253 3.8464 -2.1480 -0.045 -0.067 -0.008
H -3.0883 2.6944 -1.3519 -0.015 -0.001 -0.007
H -3.3914 2.7447 0.9888 -0.036 0.028 0.021
H -2.5348 3.9646 1.9369 0.004 -0.046 0.019
H -1.6929 2.6528 4.6824 0.008 -0.015 -0.007
H -3.2681 1.8072 6.3710 -0.004 0.002 0.017
H -4.8881 0.0310 5.7832 -0.015 -0.003 0.006
H -4.9027 -0.9045 3.4859 -0.027 -0.012 0.003
H -3.3026 -0.0951 1.8162 0.032 0.021 -0.011
H -0.4928 4.8227 1.9620 0.007 0.009 0.003
H 1.2903 5.9311 3.2286 0.007 0.016 0.000
H 2.8129 4.6072 4.6624 0.032 0.015 -0.005
H 2.5502 2.1447 4.7863 0.026 0.001 0.018
H 0.7569 1.0328 3.5360 -0.015 0.043 -0.031
H -1.0591 5.7121 -1.8128 0.023 0.006 -0.002
H -1.6945 8.0477 -2.0206 -0.003 0.007 -0.008
H -3.4052 9.0371 -0.5130 0.000 0.020 0.002
H -4.4835 7.5849 1.1847 -0.007 0.003 0.009
H -3.8876 5.2369 1.3709 -0.033 0.013 0.025
H 0.3590 4.4188 -2.0464 -0.017 0.000 -0.006
H 2.0120 5.2316 -3.6705 0.002 0.016 0.010
H 3.0347 3.6650 -5.2872 0.020 0.000 0.004
H 2.3909 1.2728 -5.2450 0.008 -0.016 -0.015
H 0.6785 0.4808 -3.6718 -0.015 0.001 0.000
H -1.8671 2.3701 -4.4497 0.022 -0.020 0.025
H -3.4159 1.1897 -5.9532 -0.007 -0.003 -0.017
H -4.4353 -0.9553 -5.2541 -0.018 0.005 -0.006
H -3.9016 -1.9013 -3.0099 -0.019 -0.037 -0.038
H -2.3851 -0.7311 -1.5219 0.065 0.033 0.046
S -2.7621 -3.4358 -0.6402 0.127 -0.310 -0.098
Sb -0.5794 -3.3611 0.0222 -0.156 1.260 0.236
S -0.6246 -1.7941 1.8708 0.023 -0.562 -0.489
S 0.6699 -1.8717 -1.5079 -0.205 -0.790 -0.062
C 4.9040 -1.3660 -2.8907 0.010 0.013 -0.032
C 5.1913 -2.1409 -1.6158 -0.059 -0.028 0.004
N 4.1183 -1.9150 -0.6584 0.076 0.181 0.313
C 3.6955 -2.7127 0.3247 -0.107 0.064 -0.339
S 2.9883 -2.1014 1.7407 0.059 -0.105 -0.188
N 3.7805 -4.0597 0.1474 0.178 -0.162 0.204
C 3.5357 -4.7401 -1.1243 -0.182 0.099 0.037
C 4.6319 -5.7233 -1.5000 0.023 -0.034 0.036
H 5.6780 -1.5527 -3.6356 0.024 0.000 -0.009
H 4.8648 -0.2950 -2.6919 -0.034 0.021 0.019
H 3.9361 -1.6583 -3.3002 -0.003 -0.026 -0.015
H 6.1338 -1.8064 -1.1667 0.011 0.015 -0.045
H 5.3030 -3.1995 -1.8246 -0.006 -0.003 0.010
H 3.8682 -0.9299 -0.5450 0.057 -0.085 -0.012
H 3.4394 -4.5494 0.9614 -0.008 0.050 -0.047
H 3.3831 -3.9847 -1.8934 0.002 -0.010 0.014
H 2.5787 -5.2611 -1.0304 0.020 -0.041 -0.092
H 5.6124 -5.2480 -1.4760 0.018 0.004 -0.022
H 4.4627 -6.1205 -2.5013 -0.023 -0.016 -0.021
H 4.6584 -6.5646 -0.8064 0.001 0.004 0.033
C 6.6785 3.0178 4.4093 0.015 -0.020 0.036
C 5.8255 2.7786 3.1923 -0.012 0.071 -0.009
C 5.4031 3.8434 2.3993 0.005 0.060 0.087
C 4.5884 3.6393 1.3011 -0.041 0.002 -0.003
C 4.1853 2.3511 0.9752 0.140 -0.092 -0.198
C 4.6030 1.2760 1.7402 -0.068 0.096 0.112
C 5.4146 1.4992 2.8455 0.001 -0.103 0.032
S 3.1492 2.1335 -0.4558 -0.637 -0.203 -0.078
O 1.8320 2.6220 -0.0562 0.241 0.052 0.002
O 3.7705 2.8651 -1.5337 0.155 -0.162 0.076
O 3.0821 0.6538 -0.6940 0.376 0.716 -0.017
H 7.2066 3.9690 4.3420 0.002 0.010 -0.013
H 7.4183 2.2271 4.5389 -0.003 -0.012 -0.012
H 6.0699 3.0436 5.3169 -0.016 -0.001 -0.012
H 5.7144 4.8508 2.6531 0.009 0.007 -0.004
H 4.2660 4.4757 0.6956 -0.018 -0.015 -0.055
H 4.2734 0.2734 1.5068 -0.004 -0.043 -0.041
H 5.7275 0.6531 3.4483 0.002 -0.006 -0.007
```
Positions in Å, forces in eV/Å.

The charge is -1. As for the energy relative to the best compared isomer or geometry (same formula, charge and spin): 72.05 kJ/mol. The lowest unoccupied orbital energy (spin up / spin down) is 2.39 / 0.22 eV. The value obtained for the molar mass is 1129.64 g/mol. Its frontier orbital gap (spin up / spin down) is 7.01 / 4.68 eV. Its expectation value of S² is 0.767. As for the highest occupied orbital energy (spin up / spin down): -4.6 / -4.5 eV. The calculation puts the total energy at -5223.854672 Ha. Its largest force on an atom is 1.3 eV/A. As for the multiplicity: 2.

***

[3]
The following is a DFT calculation (ωB97M-V with the def2-TZVPD basis set) of one molecule with the formula C3H3NO2S.

Structure (XYZ):
```
10
Properties=species:S:1:pos:R:3:forces:R:3
C 1.4222 -2.1131 0.2318 -1.082 -1.688 -0.980
C -0.0965 -0.5188 -0.3865 1.234 1.629 -0.675
C 0.9810 0.1755 0.4424 -0.052 0.256 -0.444
N 1.9155 -0.9287 0.5994 0.835 2.290 1.472
O 3.8782 0.8786 0.2349 -0.474 -0.868 -0.455
O 0.1493 -1.8756 -0.1432 0.967 -2.082 0.352
S 2.8623 0.0883 -0.4541 -1.611 1.221 1.795
H -1.0866 -0.3265 -0.0924 -1.220 0.606 0.351
H 0.0403 -0.3358 -1.4698 -0.291 -0.049 0.394
H 0.6029 0.8602 1.3286 1.695 -1.315 -1.809
```
Positions in Å, forces in eV/Å.

The charge is 0. As for the energy relative to the best compared isomer or geometry (same formula, charge and spin): 575.19 kJ/mol. The lowest unoccupied orbital energy is -0.53 eV. The value obtained for the molar mass is 117.13 g/mol. Its frontier orbital gap is 8.83 eV. As for the highest occupied orbital energy: -9.4 eV. The calculation puts the total energy at -719.361183 Ha. Its largest force on an atom is 2.8 eV/A.